Molecular formula: C26H54N2O24
Method: DFT, ωB97M-V/def2-TZVPD

Structure (ORCA input):
```
! RIJCOSX wB97M-V def2-TZVPD def2/J DEFGRID3
* xyz 0 1
C 5.5605 -3.2661 -1.1285
C 4.9749 -1.8744 -1.2641
N 3.8071 -1.7737 -0.3786
O 3.1876 -0.4698 -0.6010
C 2.1311 -0.6581 -1.4579
O 2.2886 -0.7667 -2.6427
N 0.8790 -0.6722 -0.7837
C -0.0949 -1.5264 -1.5011
C 0.2721 -2.9914 -1.3497
O -0.1562 -3.5281 -0.1059
H 5.8128 -3.5064 -0.0919
H 4.8594 -4.0237 -1.4826
H 6.4799 -3.3456 -1.7095
H 4.6113 -1.6869 -2.2733
H 5.7167 -1.1031 -1.0249
H 4.1317 -1.6281 0.5747
H 0.5231 0.2808 -0.7674
H -1.0578 -1.3593 -1.0176
H -0.1899 -1.2586 -2.5564
H -0.2112 -3.5795 -2.1313
H 1.3555 -3.1218 -1.4629
H 0.3295 -3.0747 0.5909
C 1.8863 -0.2846 2.4939
O 0.8498 0.7069 2.4873
C 0.7081 1.3753 3.6278
O 1.3484 1.2013 4.6334
O -0.2650 2.2706 3.4730
C -0.5163 3.0784 4.6295
H 1.8520 -0.7210 1.5016
H 2.8550 0.1807 2.6765
H 1.7010 -1.0318 3.2643
H 0.3838 3.6169 4.9199
H -0.8484 2.4606 5.4625
H -1.2992 3.7675 4.3305
C -1.5536 0.6009 11.7257
O -1.7975 0.4030 10.3280
C -0.7059 0.4828 9.5661
O 0.4096 0.7033 9.9610
O -1.0616 0.2811 8.3005
C 0.0225 0.3435 7.3624
H -2.5247 0.5062 12.2003
H -0.8637 -0.1521 12.1019
H -1.1306 1.5880 11.9024
H 0.7706 -0.4131 7.5898
H 0.4956 1.3230 7.3815
H -0.4251 0.1553 6.3923
C -5.2065 -0.2297 -5.1560
O -4.1325 -0.8445 -4.4318
C -4.5041 -1.4599 -3.3126
O -5.6281 -1.5251 -2.8826
O -3.4264 -1.9850 -2.7389
C -3.6734 -2.6510 -1.4905
H -4.7410 0.2176 -6.0280
H -5.9424 -0.9759 -5.4487
H -5.6908 0.5288 -4.5441
H -4.3428 -3.4988 -1.6207
H -4.1079 -1.9608 -0.7686
H -2.7012 -2.9942 -1.1542
C 0.6970 -1.2837 -5.3523
O 0.4106 -1.5911 -6.7244
C -0.0433 -2.8259 -6.9183
O -0.2034 -3.6625 -6.0667
O -0.2837 -2.9884 -8.2196
C -0.7736 -4.2884 -8.5681
H 1.0613 -0.2615 -5.3536
H -0.2102 -1.3744 -4.7567
H 1.4572 -1.9518 -4.9553
H -1.7125 -4.4911 -8.0562
H -0.0497 -5.0539 -8.2952
H -0.9179 -4.2595 -9.6431
C -6.5420 -0.1524 4.4293
O -6.0688 -0.3128 3.0869
C -7.0360 -0.3802 2.1699
O -8.2173 -0.3162 2.3936
O -6.4728 -0.5326 0.9763
C -7.4021 -0.6334 -0.1171
H -5.6488 -0.1168 5.0445
H -7.1145 0.7684 4.5241
H -7.1736 -0.9919 4.7135
H -8.0095 0.2673 -0.1775
H -8.0549 -1.4923 0.0267
H -6.7817 -0.7611 -0.9948
C 4.3941 2.3496 -0.1811
O 5.3418 3.0743 0.6154
C 6.0212 2.2984 1.4551
O 5.8885 1.1045 1.5752
O 6.8621 3.0572 2.1519
C 7.6475 2.3423 3.1146
H 3.8944 3.0880 -0.8007
H 4.9017 1.6122 -0.7978
H 3.6846 1.8349 0.4626
H 8.2592 1.5892 2.6219
H 7.0030 1.8567 3.8447
H 8.2689 3.0947 3.5885
C 0.6999 2.3695 -3.2402
O 1.5676 3.1850 -4.0321
C 0.9653 4.2313 -4.6004
O -0.1995 4.5131 -4.4915
O 1.8712 4.9051 -5.3033
C 1.3545 6.0615 -5.9756
H 1.3309 1.5668 -2.8676
H 0.2707 2.9467 -2.4221
H -0.1076 1.9602 -3.8459
H 0.9422 6.7658 -5.2558
H 0.5755 5.7741 -6.6789
H 2.2046 6.4914 -6.4945
*
```

Output
HOMO energy   -0.37599 Eh
Electronic energy   -2938.35041 Eh
Gap between HOMO and LUMO   10.546 eV
Energy relative to the best compared isomer or geometry (same formula, charge and spin)   115.2 kJ/mol
Lowest unoccupied orbital energy   0.315 eV